(1)
The following is a DFT calculation (ωB97M-V/def2-TZVPD) of an isolated molecule of C3H3NO2 in a non-equilibrium geometry.

Positions of all 9 atoms, in Å:
1 C -1.210 -0.267 0.222
2 O -0.454 0.934 0.005
3 C 0.791 0.837 -0.461
4 O 1.314 1.647 -1.171
5 C 1.560 -0.322 0.053
6 N 2.220 -1.148 0.519
7 H -0.571 -1.090 0.554
8 H -1.948 -0.053 0.995
9 H -1.702 -0.537 -0.717

The value obtained for the strongest force on any atom is 1.10 eV Å⁻¹. As for the structure (SMILES): COC(=O)C#N. For the energy above the lowest of the compared OMol25 structures with the same formula, charge and spin, the calculation gives 156.42 kJ/mol. As for the charge: 0.

Löwdin population analysis, charges in e, atoms 1 to 2:
1. C -0.033
2. O -0.016

(2)
The following is a DFT calculation (ωB97M-V/def2-TZVPD) of a cluster of 16 separate species, C48H128O48S16 in total in a non-equilibrium geometry.

Positions of all 240 atoms, in Å:
1 O 12.514 13.906 1.307
2 S 12.322 12.592 0.777
3 O 12.619 12.363 -0.618
4 O 13.300 11.493 1.547
5 C 13.416 11.526 3.010
6 C 14.801 11.998 3.408
7 C 10.672 12.097 1.176
8 H 13.380 10.495 3.359
9 H 12.624 12.169 3.386
10 H 15.162 12.849 2.828
11 H 15.568 11.247 3.210
12 H 14.875 12.327 4.445
13 H 9.976 12.648 0.546
14 H 10.503 12.322 2.228
15 H 10.603 11.017 1.052
16 O 12.589 7.553 10.003
17 S 13.819 7.352 9.299
18 O 14.111 6.150 8.515
19 O 14.058 8.583 8.233
20 C 13.276 8.597 7.071
21 C 12.885 10.043 6.693
22 C 15.241 7.787 10.272
23 H 12.381 7.984 6.965
24 H 13.855 8.351 6.176
25 H 13.728 10.732 6.639
26 H 12.144 10.497 7.353
27 H 12.461 10.049 5.690
28 H 15.053 8.477 11.092
29 H 16.059 8.178 9.669
30 H 15.703 6.886 10.679
31 O 14.660 19.079 -0.854
32 S 14.308 18.308 -1.996
33 O 14.649 18.685 -3.372
34 O 14.891 16.788 -1.774
35 C 14.955 16.251 -0.455
36 C 15.271 14.786 -0.625
37 C 12.465 17.839 -2.039
38 H 14.013 16.370 0.087
39 H 15.750 16.741 0.108
40 H 16.313 14.611 -0.890
41 H 14.686 14.348 -1.438
42 H 14.995 14.077 0.156
43 H 11.878 18.756 -1.986
44 H 12.201 17.243 -1.168
45 H 12.366 17.367 -3.012
46 O 10.922 10.695 -5.394
47 S 10.022 11.137 -4.347
48 O 9.523 10.235 -3.346
49 O 10.718 12.392 -3.592
50 C 11.484 13.338 -4.375
51 C 12.523 13.912 -3.405
52 C 8.676 12.108 -5.172
53 H 10.790 14.110 -4.711
54 H 11.983 12.818 -5.190
55 H 13.247 13.157 -3.104
56 H 12.035 14.301 -2.510
57 H 13.058 14.748 -3.859
58 H 9.121 12.660 -5.996
59 H 8.223 12.832 -4.496
60 H 7.930 11.350 -5.402
61 O 5.842 17.405 -0.171
62 S 5.262 16.324 0.567
63 O 4.113 15.636 0.022
64 O 6.443 15.252 0.824
65 C 6.137 13.992 1.416
66 C 7.179 13.643 2.484
67 C 4.998 16.947 2.265
68 H 6.000 13.293 0.586
69 H 5.110 13.873 1.778
70 H 7.327 14.416 3.237
71 H 8.138 13.508 1.978
72 H 7.044 12.695 3.006
73 H 5.895 17.169 2.834
74 H 4.487 16.079 2.684
75 H 4.322 17.790 2.144
76 O 17.164 14.476 4.529
77 S 17.451 14.838 3.157
78 O 17.110 14.008 2.064
79 O 16.656 16.239 2.805
80 C 16.617 17.295 3.713
81 C 17.190 18.544 3.031
82 C 19.183 15.166 2.941
83 H 17.208 17.088 4.609
84 H 15.623 17.534 4.100
85 H 18.258 18.371 2.881
86 H 17.190 19.376 3.743
87 H 16.746 19.016 2.156
88 H 19.464 15.608 3.900
89 H 19.298 15.762 2.041
90 H 19.717 14.219 2.987
91 O 10.341 6.104 0.946
92 S 11.556 6.769 0.447
93 O 11.590 8.240 0.345
94 O 12.856 6.298 1.330
95 C 13.164 7.151 2.475
96 C 14.039 6.481 3.486
97 C 12.124 6.082 -1.129
98 H 12.216 7.518 2.871
99 H 13.613 8.035 2.015
100 H 13.361 5.915 4.129
101 H 14.550 7.221 4.098
102 H 14.744 5.747 3.099
103 H 12.891 6.788 -1.436
104 H 11.319 6.047 -1.859
105 H 12.434 5.078 -0.846
106 O 10.439 9.432 4.941
107 S 9.193 9.816 4.300
108 O 9.156 10.328 2.950
109 O 8.266 8.434 4.381
110 C 8.925 7.190 4.295
111 C 8.018 6.280 3.461
112 C 8.123 10.817 5.391
113 H 9.209 6.789 5.272
114 H 9.921 7.275 3.851
115 H 8.362 5.256 3.614
116 H 8.146 6.459 2.393
117 H 6.969 6.427 3.707
118 H 8.026 10.246 6.312
119 H 7.179 10.825 4.851
120 H 8.699 11.729 5.525
121 O 7.574 19.260 1.839
122 S 8.706 18.701 1.135
123 O 10.061 19.094 1.471
124 O 8.575 17.064 1.354
125 C 9.747 16.312 0.995
126 C 10.477 16.065 2.279
127 C 8.510 18.849 -0.681
128 H 10.385 16.782 0.244
129 H 9.347 15.406 0.537
130 H 9.874 15.383 2.887
131 H 10.570 16.939 2.925
132 H 11.470 15.616 2.241
133 H 7.452 18.825 -0.925
134 H 9.148 18.036 -1.017
135 H 8.840 19.804 -1.088
136 O 19.449 6.898 -1.428
137 S 18.280 6.713 -0.569
138 O 18.229 5.609 0.335
139 O 17.996 8.086 0.229
140 C 16.880 8.307 1.159
141 C 17.168 7.432 2.398
142 C 16.830 6.665 -1.660
143 H 15.929 7.963 0.756
144 H 16.967 9.348 1.453
145 H 16.842 6.420 2.162
146 H 16.453 7.651 3.192
147 H 18.213 7.474 2.689
148 H 16.989 7.508 -2.332
149 H 15.945 6.764 -1.038
150 H 16.908 5.781 -2.289
151 O 6.424 8.773 -1.728
152 S 6.625 9.774 -0.726
153 O 6.735 11.142 -1.155
154 O 5.613 9.619 0.539
155 C 4.926 8.393 0.792
156 C 3.522 8.368 0.132
157 C 8.105 9.224 0.103
158 H 4.828 8.182 1.855
159 H 5.648 7.691 0.363
160 H 3.429 9.146 -0.620
161 H 2.865 8.550 0.985
162 H 3.232 7.371 -0.197
163 H 8.293 8.158 -0.010
164 H 8.088 9.574 1.134
165 H 8.979 9.686 -0.362
166 O 12.671 13.069 6.104
167 S 11.787 13.977 5.419
168 O 10.916 13.533 4.353
169 O 10.856 14.720 6.549
170 C 9.740 15.503 6.045
171 C 9.187 16.307 7.227
172 C 12.798 15.406 4.903
173 H 8.979 14.871 5.590
174 H 10.129 16.188 5.290
175 H 8.188 16.699 7.053
176 H 9.905 17.085 7.481
177 H 9.150 15.610 8.066
178 H 13.407 15.743 5.740
179 H 12.081 16.164 4.590
180 H 13.407 15.160 4.034
181 O 17.686 5.528 7.797
182 S 18.190 6.504 6.866
183 O 18.175 6.305 5.426
184 O 17.353 7.910 7.211
185 C 16.857 8.621 6.097
186 C 16.593 10.130 6.357
187 C 19.786 7.163 7.420
188 H 15.974 8.122 5.692
189 H 17.559 8.577 5.261
190 H 16.314 10.666 5.450
191 H 17.564 10.578 6.601
192 H 16.039 10.415 7.250
193 H 20.363 6.334 7.824
194 H 19.534 7.888 8.190
195 H 20.304 7.684 6.619
196 O 21.041 10.355 -0.550
197 S 20.732 11.267 -1.619
198 O 21.056 11.016 -2.990
199 O 19.140 11.600 -1.493
200 C 18.504 11.717 -0.251
201 C 16.986 11.652 -0.499
202 C 21.461 12.838 -1.121
203 H 18.725 12.684 0.205
204 H 18.747 10.845 0.359
205 H 16.620 12.285 -1.310
206 H 16.337 11.827 0.360
207 H 16.644 10.695 -0.905
208 H 21.112 12.954 -0.098
209 H 21.079 13.554 -1.850
210 H 22.541 12.910 -1.218
211 O 15.415 16.173 7.398
212 S 15.959 15.072 8.181
213 O 17.265 15.157 8.775
214 O 14.947 14.754 9.483
215 C 13.527 14.671 9.217
216 C 12.768 14.151 10.413
217 C 15.822 13.423 7.391
218 H 13.356 14.037 8.346
219 H 13.188 15.687 9.007
220 H 12.922 13.074 10.474
221 H 11.703 14.352 10.282
222 H 12.996 14.629 11.365
223 H 14.784 13.133 7.261
224 H 16.460 12.830 8.043
225 H 16.341 13.488 6.433
226 O 9.398 17.606 -3.550
227 S 8.380 16.828 -4.227
228 O 8.525 16.460 -5.617
229 O 8.023 15.487 -3.460
230 C 7.837 15.327 -2.070
231 C 8.386 13.954 -1.689
232 C 6.804 17.680 -4.068
233 H 6.788 15.403 -1.788
234 H 8.398 16.042 -1.466
235 H 7.862 13.170 -2.235
236 H 8.149 13.727 -0.646
237 H 9.468 13.838 -1.734
238 H 6.939 18.700 -4.427
239 H 6.464 17.766 -3.036
240 H 6.069 17.165 -4.682

The value obtained for the strongest force on any atom is 3.42 eV Å⁻¹. For the energy above the lowest of the compared OMol25 structures with the same formula, charge and spin, the calculation gives 378.63 kJ/mol. As for the charge: 0.

Löwdin population analysis, charges in e, atoms 1 to 2:
1. O -0.292
2. S 0.612

| no. | LUMO energy (eV) | gap between HOMO and LUMO (eV) |
| --- | --- | --- |
| 1 | -0.070 | 11.7 |
| 2 | -0.327 | 10.4 |